1.
21
Properties=species:S:1:pos:R:3:mulliken_spin:R:1 method="wB97M-V/def2-TZVPD" fmax_ev_per_a=1.080 spin_multiplicity=2 lumo_ev="3.90 / 4.07" relative_energy_kj_mol=134.50 e_tot_ev=-8389.591 total_charge=-1 gap_ev="2.58 / 9.31"
C 0.596 3.149 -0.372 1.028
N 0.057 1.836 -0.637 -1.529
C 0.109 1.458 -2.049 2.239
H 1.649 3.189 -0.662 -0.013
H 0.096 3.953 -0.938 -0.170
H 0.544 3.405 0.690 -0.060
H -0.926 1.803 -0.359 -0.035
H -0.264 2.231 -2.729 -0.102
H -0.462 0.530 -2.154 -0.371
H 1.142 1.218 -2.321 -0.413
C 1.268 -1.596 1.462 0.196
C -0.096 -1.681 0.837 0.332
C -1.968 -3.046 0.850 0.913
N -0.877 -2.791 1.423 -0.343
H 1.838 -0.731 1.123 -0.127
H 1.178 -1.551 2.549 0.023
H 1.862 -2.491 1.250 -0.048
H -0.091 -1.739 -0.249 0.109
H -0.671 -0.780 1.087 -0.136
H -2.373 -2.526 -0.027 -0.406
H -2.612 -3.841 1.225 -0.085

=====

2.
21
Properties=species:S:1:pos:R:3:nbo_charge:R:1 method="wB97M-V/def2-TZVPD" smiles=CNCCN(C)C fmax_ev_per_a=0.901 lumo_ev=1.14 relative_energy_kj_mol=110.84 e_tot_ev=-8391.470 gap_ev=9.81
C -2.085 2.269 -0.549 -0.414
N -1.437 0.940 -0.609 -0.622
C 0.015 1.058 -0.710 -0.231
C 0.620 -0.331 -0.787 -0.224
N 0.348 -1.123 0.430 -0.435
C 1.121 -0.592 1.562 -0.425
C 0.753 -2.506 0.179 -0.412
H -1.622 2.910 -1.293 0.190
H -2.020 2.704 0.447 0.168
H -3.141 2.176 -0.796 0.197
H -1.662 0.470 0.264 0.359
H 0.457 1.596 0.135 0.161
H 0.225 1.551 -1.666 0.195
H 0.142 -0.866 -1.607 0.206
H 1.707 -0.289 -0.936 0.164
H 1.261 -1.343 2.329 0.203
H 2.130 -0.282 1.253 0.164
H 0.614 0.289 1.934 0.196
H 0.144 -2.970 -0.589 0.203
H 0.614 -3.080 1.090 0.196
H 1.816 -2.582 -0.082 0.161

=====

3.
21
Properties=species:S:1:pos:R:3:nbo_charge:R:1 method="wB97M-V/def2-TZVPD" fmax_ev_per_a=1.595 lumo_ev=0.95 relative_energy_kj_mol=84.28 e_tot_ev=-8391.745 gap_ev=10.12
H 0.657 -0.978 2.151 0.346
N 0.130 -0.451 1.460 -0.674
C -0.794 -1.096 0.876 0.335
C -1.026 -2.577 0.957 -0.684
C -1.601 -0.353 -0.145 -0.288
N -1.766 1.056 0.184 -0.838
H -1.950 -2.762 1.506 0.233
H -1.140 -3.007 -0.037 0.229
H -0.210 -3.079 1.477 0.219
H -2.591 -0.816 -0.238 0.192
H -1.020 -0.478 -1.093 0.203
H -1.647 1.633 -0.639 0.356
H -1.040 1.308 0.849 0.382
C 1.745 0.703 -1.086 -0.629
C 1.741 2.192 -0.761 -0.600
H 1.295 0.138 -0.211 0.234
H 1.234 0.518 -2.029 0.192
H 2.767 0.343 -1.202 0.197
H 0.722 2.556 -0.634 0.194
H 2.279 2.381 0.166 0.203
H 2.216 2.769 -1.552 0.198

=====

4.
21
Properties=species:S:1:pos:R:3:mulliken_charge:R:1 method="wB97M-V/def2-TZVPD" fmax_ev_per_a=4.022 lumo_ev=0.12 relative_energy_kj_mol=583.13 e_tot_ev=-8386.575 gap_ev=8.66
N 2.818 -0.947 0.389 -0.548
C 2.259 0.389 0.127 0.151
C 1.818 0.585 -1.288 -0.927
C 0.928 0.618 0.922 -0.217
N -0.165 0.899 0.190 -0.568
C -2.662 -1.028 -0.002 -0.157
C -3.280 0.401 -0.043 -0.928
H 3.802 -1.099 0.278 0.191
H 2.451 -1.460 1.168 0.173
H 2.969 1.203 0.406 0.245
H 1.775 1.659 -1.450 0.326
H 0.858 0.141 -1.469 0.202
H 2.603 0.083 -2.012 0.322
H 0.376 -0.371 0.470 0.204
H 1.065 0.860 1.991 0.414
H -3.099 -1.706 -0.778 0.309
H -1.614 -0.830 -0.095 -0.338
H -2.833 -1.262 1.091 0.231
H -3.481 0.582 -1.035 0.324
H -4.054 0.287 0.652 0.336
H -2.532 0.997 0.488 0.255

=====

5.
21
Properties=species:S:1:pos:R:3:nbo_charge:R:1 method="wB97M-V/def2-TZVPD" smiles=CC(C)CNCN fmax_ev_per_a=1.375 lumo_ev=1.10 relative_energy_kj_mol=93.13 e_tot_ev=-8391.654 gap_ev=9.68
C -1.244 1.088 -1.830 -0.594
C -0.688 0.936 -0.412 -0.223
C -0.441 2.258 0.297 -0.617
C 0.436 -0.078 -0.296 -0.235
N 0.794 -0.412 1.098 -0.623
C 0.758 -1.847 1.372 -0.034
N 1.225 -2.672 0.272 -0.858
H -1.492 0.102 -2.210 0.207
H -0.494 1.548 -2.455 0.200
H -2.169 1.649 -1.830 0.210
H -1.549 0.500 0.114 0.178
H -1.363 2.750 0.605 0.208
H 0.146 2.122 1.213 0.214
H 0.139 2.995 -0.273 0.204
H 1.328 0.318 -0.795 0.178
H 0.137 -0.961 -0.860 0.207
H -0.004 -0.085 1.637 0.349
H 1.354 -1.983 2.282 0.154
H -0.259 -2.181 1.606 0.147
H 1.275 -3.620 0.614 0.363
H 2.111 -2.427 -0.148 0.365

=====

6.
21
Properties=species:S:1:pos:R:3:nbo_charge:R:1 method="wB97M-V/def2-TZVPD" smiles=CC(C)CNCN fmax_ev_per_a=4.628 lumo_ev=1.02 relative_energy_kj_mol=170.66 e_tot_ev=-8390.850 gap_ev=10.14
C 1.992 -0.062 0.973 -0.606
C 0.970 -0.196 -0.107 -0.249
C 1.610 0.125 -1.523 -0.604
C -0.119 0.811 0.220 -0.217
N -1.573 0.684 -0.351 -0.631
C -2.383 -0.193 0.369 -0.060
N -2.194 -1.658 0.099 -0.825
H 1.811 -0.380 2.031 0.217
H 2.288 0.911 1.011 0.198
H 2.952 -0.601 0.666 0.209
H 0.532 -1.242 -0.145 0.202
H 1.146 1.173 -1.813 0.194
H 2.607 0.444 -1.471 0.210
H 1.333 -0.519 -2.317 0.221
H 0.214 1.793 -0.120 0.192
H -0.113 0.866 1.329 0.168
H -1.954 1.666 -0.196 0.361
H -2.262 -0.037 1.460 0.138
H -3.447 0.025 0.202 0.182
H -1.355 -1.948 0.573 0.347
H -2.056 -1.662 -0.890 0.353

=====

7.
21
Properties=species:S:1:pos:R:3:nbo_charge:R:1 method="wB97M-V/def2-TZVPD" smiles=CC[C@H](N)CNC fmax_ev_per_a=3.653 lumo_ev=0.99 relative_energy_kj_mol=154.22 e_tot_ev=-8391.021 gap_ev=9.52
C -1.538 2.519 -0.189 -0.611
C -0.112 1.820 -0.434 -0.397
C -0.193 0.306 -0.115 -0.089
N -0.407 -0.005 1.302 -0.846
C 1.108 -0.268 -0.551 -0.226
N 1.150 -1.791 -0.610 -0.631
C 0.708 -2.681 0.500 -0.437
H -2.170 2.169 -1.016 0.196
H -1.333 3.598 -0.229 0.207
H -2.002 2.300 0.772 0.215
H 0.586 2.227 0.315 0.200
H 0.313 2.123 -1.405 0.207
H -0.995 -0.167 -0.707 0.173
H 0.444 -0.477 1.588 0.358
H -1.215 -0.575 1.541 0.370
H 1.978 0.000 0.082 0.197
H 1.301 -0.091 -1.684 0.211
H 0.496 -1.986 -1.363 0.334
H -0.349 -2.695 0.613 0.173
H 1.337 -2.612 1.386 0.197
H 0.894 -3.714 0.201 0.199

=====

8.
21
Properties=species:S:1:pos:R:3:nbo_charge:R:1 method="wB97M-V/def2-TZVPD" smiles=CC[C@H](CN)NC fmax_ev_per_a=2.430 lumo_ev=1.03 relative_energy_kj_mol=155.99 e_tot_ev=-8391.002 gap_ev=9.79
C -1.893 1.367 0.892 -0.642
C -0.767 0.455 1.324 -0.401
C 0.238 0.042 0.162 -0.039
C -0.281 -0.906 -0.951 -0.242
N -1.497 -0.404 -1.569 -0.814
N 1.458 -0.396 0.805 -0.627
C 2.653 -0.417 -0.113 -0.428
H -2.585 1.781 1.666 0.210
H -2.585 0.857 0.199 0.234
H -1.600 2.352 0.534 0.201
H -0.145 0.896 2.099 0.218
H -1.101 -0.548 1.580 0.191
H 0.328 1.008 -0.334 0.171
H 0.672 -1.031 -1.541 0.169
H -0.427 -1.883 -0.474 0.177
H -1.626 -0.961 -2.421 0.351
H -1.260 0.437 -2.115 0.346
H 1.441 -1.361 1.121 0.350
H 2.684 -1.310 -0.761 0.173
H 3.571 -0.548 0.481 0.198
H 2.721 0.570 -0.587 0.201